Formula: C4H7FN2S
Source: the Open Molecules 2025 dataset
Level of theory: the ωB97M-V functional and the def2-TZVPD basis

Last columns: bonded neighbours and bond lengths (Å).
Geometry (Å):
1 C -0.49 0.39 0.00  C2 1.537, C3 1.493, N12 1.334
2 C -0.11 1.06 1.33  C1 1.537, H6 1.168, H7 1.073, F14 1.354
3 C 0.51 -0.56 -0.54  C1 1.493, C4 1.410, H8 1.112, N13 1.461
4 C 0.59 -1.80 0.13  C3 1.410, H9 1.253, H10 1.139, N13 1.391
5 H -2.07 2.05 -2.80  S15 1.411
6 H -1.03 1.74 1.56  C2 1.168
7 H 0.69 1.77 1.27  C2 1.073
8 H 0.79 -0.53 -1.62  C3 1.112
9 H 0.88 -2.56 -0.82  C4 1.253
10 H -0.24 -2.09 0.86  C4 1.139
11 H 1.55 -0.50 1.30  N13 1.061
12 N -1.39 1.09 -0.71  C1 1.334, S15 1.825
13 N 1.64 -0.91 0.32  C3 1.461, C4 1.391, H11 1.061
14 F 0.24 0.09 2.21  C2 1.354
15 S -1.57 0.76 -2.50  H5 1.411, N12 1.825

Calculated values
Net charge   0
Total energy   -20790.3894 eV
Kohn-Sham gap   9.549 eV
Molecular weight   134.179 g mol⁻¹
HOMO energy   -0.3317 Ha

The Löwdin scheme yields these atomic charges, measured in e:
1. C -0.32
2. C -0.17
3. C -0.35
4. C -0.22
5. H -0.13
6. H 0.15
7. H 0.12
8. H 0.13
9. H 0.17
10. H 0.14
11. H 0.11
12. N -0.28
13. N 0.04
14. F -0.04
15. S 0.64

---

Formula: C4H7FN2S
Source: the Open Molecules 2025 dataset
Level of theory: the ωB97M-V functional and the def2-TZVPD basis

Last columns: bonded neighbours and bond lengths (Å).
Geometry (Å):
1 C 0.26 0.62 0.56  C2 1.534, C3 1.487, H6 1.076, S15 1.839
2 C 1.44 -0.35 0.74  C1 1.534, H7 1.082, H8 1.077, N12 1.458
3 C -0.62 -0.25 -0.26  C1 1.487, C4 1.464, N13 1.274
4 C -2.01 0.13 -0.55  C3 1.464, H10 1.075, H11 1.103, F14 1.403
5 H 1.11 1.58 -1.43  S15 1.368
6 H -0.16 0.97 1.48  C1 1.076
7 H 2.39 0.17 0.70  C2 1.082
8 H 1.42 -0.83 1.70  C2 1.077
9 H 1.54 -2.34 -0.16  N12 1.055
10 H -2.50 -0.71 -1.01  C4 1.075
11 H -2.04 1.06 -1.15  C4 1.103
12 N 1.23 -1.34 -0.31  C2 1.458, H9 1.055, N13 1.355
13 N -0.07 -1.32 -0.68  C3 1.274, N12 1.355
14 F -2.64 0.39 0.67  C4 1.403
15 S 0.66 2.20 -0.30  C1 1.839, H5 1.368

Calculated values
Net charge   0
Total energy   -20793.2094 eV
Kohn-Sham gap   9.595 eV
Molecular weight   134.179 g mol⁻¹
HOMO energy   -0.3221 Ha

The Löwdin scheme yields these atomic charges, measured in e:
1. C -0.57
2. C -0.20
3. C -0.37
4. C -0.15
5. H -0.10
6. H 0.09
7. H 0.10
8. H 0.11
9. H 0.15
10. H 0.12
11. H 0.12
12. N -0.07
13. N 0.08
14. F -0.06
15. S 0.75

---

Formula: C4H7FN3
Source: the Open Molecules 2025 dataset
Level of theory: the ωB97M-V functional and the def2-TZVPD basis

Last columns: bonded neighbours and bond lengths (Å).
Geometry (Å):
1 C -1.31 -1.35 0.24  C2 1.385, N5 1.369, H9 1.068
2 C -1.52 0.02 0.16  C1 1.385, N6 1.373, N7 1.343
3 C 0.54 -0.44 -0.61  N5 1.332, N6 1.349
4 C 3.21 0.81 -0.18  F8 1.292, H10 1.077, H11 1.078
5 N -0.03 -1.57 -0.20  C1 1.369, C3 1.332, H12 1.007
6 N -0.35 0.54 -0.35  C2 1.373, C3 1.349, H13 1.007
7 N -2.57 0.77 0.51  C2 1.343, H14 1.005, H15 1.007
8 F 3.68 -0.15 0.54  C4 1.292
9 H -1.96 -2.13 0.57  C1 1.068
10 H 2.82 1.67 0.36  C4 1.077
11 H 3.34 0.73 -1.25  C4 1.078
12 H 0.39 -2.48 -0.29  N5 1.007
13 H -0.20 1.51 -0.58  N6 1.007
14 H -3.44 0.34 0.78  N7 1.005
15 H -2.59 1.76 0.29  N7 1.007

Calculated values
Net charge   +1
Total energy   -11438.8162 eV
Kohn-Sham gap (alpha / beta)   6.483 / 5.082 eV
Molecular weight   116.119 g mol⁻¹
HOMO energy (alpha / beta)   -0.4368 / -0.4314 Ha

The Löwdin scheme yields these atomic charges, measured in e:
1. C -0.02
2. C -0.35
3. C -0.05
4. C 0.16
5. N 0.04
6. N 0.09
7. N 0.15
8. F 0.10
9. H 0.12
10. H 0.10
11. H 0.09
12. H 0.16
13. H 0.15
14. H 0.12
15. H 0.11

---

Formula: C4H7FNO
Source: the Open Molecules 2025 dataset
Level of theory: the ωB97M-V functional and the def2-TZVPD basis

Last columns: bonded neighbours and bond lengths (Å).
Geometry (Å):
1 C -0.77 0.49 0.82  C3 1.583, N5 1.440, H8 1.172, H9 1.141
2 C -1.91 -0.22 -1.11  N5 1.324, H10 1.050, H11 1.053
3 C 0.41 0.87 -0.17  C1 1.583, C4 1.559, F7 1.445
4 C 1.21 -0.45 -0.32  C3 1.559, H12 1.095, H13 1.109, H14 1.118
5 N -1.99 0.12 0.17  C1 1.440, C2 1.324, O6 1.261
6 O -3.08 0.18 0.81  N5 1.261
7 F 1.27 1.78 0.56  C3 1.445
8 H -0.60 -0.49 1.45  C1 1.172
9 H -1.09 1.20 1.66  C1 1.141
10 H -0.98 0.09 -1.49  C2 1.050
11 H -2.71 -0.68 -1.62  C2 1.053
12 H 2.01 -0.39 -1.07  C4 1.095
13 H 0.42 -1.20 -0.53  C4 1.109
14 H 1.70 -0.56 0.68  C4 1.118

Calculated values
Net charge   -1
Total energy   -10512.6392 eV
Kohn-Sham gap   6.300 eV
Molecular weight   104.104 g mol⁻¹
HOMO energy   -0.0711 Ha

The Löwdin scheme yields these atomic charges, measured in e:
1. C -0.20
2. C 0.04
3. C -0.41
4. C -0.18
5. N -0.39
6. O -0.14
7. F -0.19
8. H 0.13
9. H 0.13
10. H 0.01
11. H 0.06
12. H 0.04
13. H 0.05
14. H 0.05

---

- Which of these has the lowest molecular weight?
  C4H7FNO